This record from the OMol25 dataset describes a molecular structure, C5H11N2O3PS at a distorted geometry. The level of theory is ωB97M-V with the def2-TZVPD basis set.

Cartesian coordinates (Å):
C (1.133, -1.630, 0.710)
C (-1.149, 0.395, -0.634)
C (-2.563, 0.189, -1.091)
C (2.190, -1.302, -1.448)
C (-1.502, 0.854, 1.674)
N (1.787, -0.796, -0.132)
N (-0.745, 0.593, 0.567)
O (0.970, -2.822, 0.503)
O (-0.299, 0.394, -1.504)
O (1.730, 0.981, 1.577)
P (1.260, 0.800, -0.023)
S (2.007, 2.261, -0.987)
H (0.731, -1.173, 1.616)
H (-3.263, 0.896, -0.623)
H (-2.930, -0.753, -0.771)
H (-2.705, 0.288, -2.156)
H (2.521, -0.413, -1.836)
H (3.047, -2.047, -1.496)
H (1.301, -1.645, -2.049)
H (-0.992, 0.512, 2.643)
H (-1.612, 1.948, 2.070)
H (-2.586, 0.526, 1.644)
H (1.667, 1.943, 1.744)

- E_tot (eV) = -34610.457
- HOMO-LUMO gap (eV) = 9.62
- energy relative to the best compared isomer or geometry (same formula, charge and spin) (kcal per mole) = 11.1
- 2S+1 = 1
- LUMO energy (eV) = 0.350
- maximum force (hartree/bohr) = 0.1132
- net charge = 0